Entry 1:
41
Properties=species:S:1:pos:R:3 method="wB97M-V/def2-TZVPD" charge=-1 max_force_ev_per_a=3.844 energy_ha=-754.343312 gap_ev=7.436 multiplicity=1
Nb -0.4422 0.5632 -2.0787
O -5.4552 1.9102 1.1138
O -4.1230 -0.7033 1.1645
O 0.7654 -0.0611 -0.5686
O -2.2239 -1.0193 -0.1193
C -3.3607 -1.5911 0.3635
C 4.7538 1.3626 -0.3729
C 5.5282 -0.7888 0.6751
C 2.3559 -1.0236 1.3988
C -5.9999 0.6716 1.5371
C -2.4387 -0.0568 -1.1667
C 4.3801 0.2163 0.5634
C -5.4189 -0.4208 0.6974
C 3.0743 -0.5141 0.1588
C 2.1331 0.3193 -0.7207
H 3.0379 -1.6373 1.9832
H 2.2084 1.3822 -0.5239
H 2.0072 -0.1996 2.0112
H 2.4058 0.1263 -1.7534
H -5.7657 0.4774 2.5806
H 4.2078 0.6058 1.5631
H 5.5148 -1.4756 -0.1634
H 4.5108 1.1413 -1.4042
H 1.5070 -1.6329 1.1244
H 6.4888 -0.2835 0.6652
H -1.4545 0.9624 -3.5354
H 4.2349 2.2765 -0.1093
H -0.0854 -0.9954 -3.0350
H 0.8321 1.4956 -3.0267
H -5.4932 2.5328 1.8327
H -3.0763 -0.4884 -1.9417
H -7.0842 0.6826 1.4273
H -2.9540 0.8110 -0.7598
H 5.8141 1.5816 -0.3037
H 3.3563 -1.3947 -0.4145
H -5.3808 -0.0664 -0.3323
H -3.9920 -1.9529 -0.4549
H -3.0549 -2.4191 0.9951
H -6.0476 -1.3106 0.7486
H -0.7362 2.2705 -1.4164
H 5.4705 -1.3541 1.5982

Entry 2:
94
Properties=species:S:1:pos:R:3 method="wB97M-V/def2-TZVPD" charge=-1 max_force_ev_per_a=0.522 energy_ha=-4701.708020 gap_ev=6.363 multiplicity=1
Sr -0.1470 0.9964 0.3030
S -3.3279 -2.9739 -0.0382
S -4.3129 -5.2215 -1.7858
S 6.8162 3.9643 0.5426
S 1.6544 -6.7598 -0.2978
P -1.1591 2.0735 -2.5670
P -1.2984 -1.0181 -2.6416
O -2.2929 2.2388 -1.6296
O -3.9203 -5.2885 0.8245
O -0.9653 -0.7248 -1.2116
O -1.1595 3.1836 -3.7650
O -2.8026 -1.5020 -2.7659
O -0.3392 -1.8430 -3.4583
O -0.3905 1.8333 3.6047
O 0.2407 1.9802 -2.0070
O 1.1577 4.5231 0.2862
N 0.0307 0.4947 -4.3345
N -4.7115 0.6813 0.6226
N -2.6292 0.9236 1.2986
N -0.3562 4.0627 3.9562
N 0.3951 3.1287 1.9040
N 2.6681 0.8578 0.1947
N -0.3215 -0.8397 2.3016
N 1.5157 -1.5957 -0.0090
C 5.4229 1.1613 0.3197
C -0.1148 2.9430 3.1397
C -0.6901 -6.7130 -1.2994
C 3.6726 -2.6693 -0.0313
C -5.8190 0.2165 -0.1859
C 3.2142 2.0510 0.2496
C 2.8586 -1.5317 0.0517
C -0.9315 3.8424 5.2684
C 0.9487 -2.7612 -0.1967
C 0.2695 -7.5809 -0.8825
C 6.5628 5.6563 0.5467
C -3.4284 0.3250 0.4449
C 5.0984 -2.5292 0.0585
C 5.6687 -1.3136 0.1918
C -4.7375 1.5858 1.6595
C 3.0407 -3.9061 -0.2360
C -0.1414 5.3227 3.4780
C 4.6109 2.2702 0.3186
C -4.3482 -6.6415 0.7663
C -3.8995 -4.5533 -0.3103
C 5.1255 3.6440 0.3856
C 4.4145 4.8107 0.3407
C 0.6585 4.3741 1.4113
C 4.8656 -0.1243 0.2380
C 0.9480 -5.2155 -0.6160
C -1.3107 0.5846 -3.6296
C 1.6717 -3.9712 -0.3436
C 3.4694 -0.2281 0.1772
C -0.3032 -5.3546 -1.1445
C 0.3482 5.5309 2.2497
C -3.4433 1.7225 2.0645
C 5.2430 5.9619 0.4335
C -2.4326 0.6195 -4.6539
H 0.2396 -8.6585 -0.8829
H 0.5296 6.5232 1.8674
H -0.4602 2.9786 5.7290
H 2.5274 2.8929 0.2349
H -5.3678 -6.7131 0.3870
H -0.1356 -2.7642 -0.2414
H -5.6553 2.0261 2.0084
H -2.0045 3.6464 5.2086
H -0.7616 4.7270 5.8810
H 5.7092 -3.4231 0.0074
H -1.0625 4.0707 -3.3978
H 0.2085 -0.5535 -4.3591
H 3.3359 4.8531 0.2438
H 0.7178 0.9418 -3.7094
H -3.6990 -7.2313 0.1193
H -4.2914 -7.0014 1.7921
H -3.3822 0.7080 -4.1304
H -3.0435 2.3211 2.8661
H -1.6469 -7.0042 -1.7087
H -2.3246 1.4792 -5.3195
H 6.7458 -1.2106 0.2519
H 0.4834 -1.3550 2.6348
H 0.0227 0.9615 -5.2365
H -0.9359 -4.5246 -1.4296
H -0.6818 -0.2651 3.0566
H -5.5857 -0.7811 -0.5552
H -0.3859 6.1288 4.1589
H -2.4623 -0.3037 -5.2358
H 6.5025 1.2606 0.3702
H -6.7189 0.1646 0.4245
H 3.6476 -4.7993 -0.3411
H 7.3994 6.3302 0.6335
H -1.0328 -1.5110 2.0259
H -3.1205 -0.3644 -0.3233
H -3.0424 -2.1134 -2.0098
H -5.9889 0.8862 -1.0293
H 4.8643 6.9736 0.4163

Entry 3:
97
Properties=species:S:1:pos:R:3 method="wB97M-V/def2-TZVPD" max_force_ev_per_a=1.802 energy_ha=-2157.881934 gap_ev=7.892 multiplicity=1
P -5.0816 -0.6945 -2.0333
O -0.2206 0.5012 -1.2081
O 6.3700 -0.6844 -4.1384
O -4.2911 0.9304 1.4846
O 3.4911 0.6085 -2.6188
O -5.1577 -2.1468 -1.2827
O -3.2153 -1.8909 9.1880
O -3.3960 0.4638 -4.6559
O -5.3936 -0.2075 4.4836
O -5.7274 -0.9621 -3.5168
O 4.7428 3.7063 -5.8865
C -6.2223 2.2634 2.0603
C -2.8055 -0.2158 -3.8360
C 1.2868 -3.4946 -1.7505
C 4.9085 3.2097 -8.2505
C -3.5659 -1.7767 4.6693
C 3.6024 1.6931 -0.4580
C 7.6155 -0.6556 -2.0619
C -3.2374 -2.8057 11.4295
C -4.7997 2.8181 0.0635
C 1.4611 -1.9836 -2.0109
C -1.4867 -0.8450 -4.0946
C -4.6550 -1.0099 5.4044
C -3.3097 -0.4366 -2.4365
C -0.9720 -0.2065 -1.8445
C -0.5717 -0.8719 -3.1265
C -4.0719 -0.1523 6.5157
C -4.8182 2.2604 1.4758
C -3.9341 -1.9037 10.4221
C 3.6980 1.6693 -6.6666
C 3.1724 1.8084 -1.9121
C 8.2503 -2.1963 -3.9468
C 3.8247 2.9958 -2.6012
C 0.7913 -1.4772 -3.2909
C -4.0886 -0.4869 10.9540
C 4.8508 2.6477 -6.8379
C -2.3957 -0.4285 -1.4677
C 7.1093 -1.4965 -3.2248
H 5.7903 2.1419 -6.6105
H -3.9982 -2.3891 3.8770
H 8.2901 0.1261 -2.4213
H -5.4194 2.2041 -0.5943
H -6.6354 3.2726 2.0942
H 0.8661 -4.0084 -2.6070
H 2.0869 1.9036 -1.9609
H 4.6852 1.5494 -0.3912
H -2.2317 -2.4334 11.6428
H 2.2637 -3.9292 -1.5889
H -4.8626 0.3897 0.9310
H 1.1218 -1.4654 -1.1264
H -4.4588 -2.7638 -1.5379
H 4.9131 2.8898 -2.6037
H -1.3113 -1.2594 -5.0716
H 6.7853 -0.1628 -1.5534
H -5.7700 -1.9085 -3.6914
H 3.5083 3.0515 -3.6414
H 7.8690 -2.7938 -4.7750
H -5.3726 -1.7135 5.8282
H 3.3389 2.5892 0.1054
H -2.8634 -1.0829 4.1998
H -3.3841 0.5924 6.1018
H 3.6761 1.2765 -5.6488
H -2.6226 -0.5679 -0.4213
H 0.6782 -2.3126 -3.9675
H -4.6663 -0.4716 11.8790
H 2.5092 -1.7468 -2.0989
H 5.0267 2.4154 -8.9888
H 3.9209 4.1759 -6.0589
H -3.7861 2.8063 -0.3406
H -4.7825 0.4221 4.0849
H 3.7820 0.8320 -7.3609
H -3.5351 -0.7595 7.2435
H 8.1527 -1.2659 -1.3351
H 5.7408 3.9067 -8.3520
H 2.7432 2.1718 -6.8464
H -3.7918 -2.8546 12.3675
H 3.1265 0.8329 0.0142
H 0.6861 -3.6771 -0.8714
H -4.8636 0.3913 7.0341
H -2.3384 -1.5338 9.3616
H 3.5709 3.9349 -2.1062
H -5.1738 3.8426 0.0346
H -4.9168 -2.3128 10.1864
H -6.8883 1.6371 1.4616
H 3.9911 3.7587 -8.4792
H -6.2180 1.8560 3.0714
H 8.9447 -1.4621 -4.3641
H 4.4485 0.4942 -2.6027
H -3.1082 -0.0452 11.1527
H -3.0111 -2.4248 5.3499
H 6.4032 -2.2404 -2.8543
H -4.1567 2.8512 2.1116
H -4.5893 0.1448 10.2199
H 1.4426 -0.7425 -3.7469
H 6.9666 -0.0144 -4.4867
H 8.8052 -2.8495 -3.2722
H -3.1351 -3.8156 11.0321

Entry 4:
56
Properties=species:S:1:pos:R:3 method="wB97M-V/def2-TZVPD" max_force_ev_per_a=2.240 energy_ha=-2038.510166 gap_ev=7.590 multiplicity=1
F 1.7677 1.1663 4.2137
F -2.2622 -4.4346 3.5926
F 0.9241 -2.7133 0.5175
F 2.6924 1.0058 -0.0417
F 6.6259 -1.1209 1.5443
F -0.5033 1.6582 0.0604
F 0.2492 5.4615 2.7998
F -1.7661 0.2444 2.9828
F 2.4234 -2.2341 3.4592
O 0.8466 0.8358 -2.4847
C 4.6655 -0.0954 0.6647
C -0.0734 -1.2332 2.1128
C 0.0426 2.2101 1.1809
C -1.6701 -3.3709 2.9516
C 1.0109 3.3173 3.5488
C -2.1961 -1.1757 -3.0617
C 1.1545 1.9734 3.2754
C 3.1528 -1.4988 2.5515
C 1.9742 0.5472 -3.3222
C 0.6928 1.3676 2.0973
C -0.0817 3.5799 1.3779
C -0.0109 -0.2943 -2.3011
C -5.3364 0.4124 -4.3273
C 4.5134 -1.7527 2.4639
C -3.9226 0.2709 -3.8774
C 0.3949 4.1032 2.5776
C 5.2527 -0.9967 1.5541
C -1.3032 -0.0788 -3.0629
C -2.0628 -2.0727 3.3024
C -0.6820 -3.6220 2.0033
C 3.3006 0.1250 0.8162
C -1.2754 -1.0341 2.8210
C -3.4961 -1.0081 -3.5189
C -3.1285 1.4002 -3.6369
C 0.0635 -2.5342 1.5758
C -1.8201 1.2316 -3.1670
C 2.5045 -0.5278 1.7712
B 1.0178 -0.1518 2.0186
H -0.5029 -4.6258 1.6072
H -5.5165 1.4745 -4.5416
H 1.3841 3.7549 4.4739
H 4.9875 -2.5209 3.0731
H 0.4761 -1.3054 -2.4872
H 1.5924 0.0516 -4.2346
H -0.5471 4.1982 0.6060
H -6.0995 0.0507 -3.6031
H 2.4697 1.4792 -3.6000
H -1.8659 -2.1167 -2.6350
H 2.6292 -0.1392 -2.7590
H 5.2304 0.4141 -0.1173
H -5.4115 -0.1844 -5.2526
H -4.2155 -1.8158 -3.5319
H -3.6371 2.3646 -3.7419
H -1.2790 2.1146 -2.8442
H -2.9471 -1.8879 3.9000
H -0.4265 -0.2669 -1.3454